(1)
C3H7NO in the gas phase in a non-equilibrium geometry. Source: OMol25; level of theory: ωB97M-V/def2-TZVPD.

The geometry in XYZ format:
```
12
Properties=species:S:1:pos:R:3:forces:R:3:nbo_charge:R:1
O 1.363 0.283 -0.742 0.688 2.643 -1.226 -0.701
N -0.598 0.952 0.889 3.488 3.022 3.715 -0.609
C 0.842 -0.687 -0.037 -4.676 -6.909 0.720 -0.071
C -1.389 0.749 -0.247 2.982 -0.223 -2.409 -0.249
C -0.601 -0.335 0.413 1.930 -4.256 1.152 -0.092
H -2.361 0.875 -0.002 -3.096 0.117 0.171 0.202
H 2.098 -0.156 -1.084 2.440 -0.042 -1.543 0.484
H -0.831 -1.303 1.095 -0.806 2.456 -1.451 0.184
H 1.453 -1.112 0.818 -0.544 0.998 -0.452 0.162
H -0.989 1.244 -1.152 -0.618 -0.800 0.178 0.202
H 0.440 1.236 0.698 -2.987 0.591 0.367 0.360
H 0.573 -1.747 -0.650 1.200 2.402 0.777 0.126
```
Positions in Å, forces in eV/Å.

Its frontier orbital gap is 9.62 eV. Its SMILES is OC[C@@H]1CN1. The energy relative to the best compared isomer or geometry (same formula, charge and spin) is 409.25 kJ/mol. As for the total charge: 0. Its multiplicity is 1. The lowest unoccupied orbital energy is 0.729 eV. Its energy is -248.3706 Eh.

(2)
2 unconnected molecules or ions with the total composition C3H7NO in a non-equilibrium geometry. Source: OMol25; level of theory: ωB97M-V/def2-TZVPD.

The geometry in XYZ format:
```
12
Properties=species:S:1:pos:R:3:forces:R:3:nbo_charge:R:1
O -1.599 -0.771 -0.056 0.281 0.037 -0.306 -0.706
N -1.162 1.442 0.020 0.030 0.006 -0.262 -0.811
C -0.573 0.187 -0.001 -0.233 0.418 1.558 0.377
C 0.658 -0.046 0.662 -0.525 0.497 -0.295 -0.375
C 1.467 -0.831 -0.213 -0.879 -0.092 -0.954 -0.517
H -0.595 2.190 -0.346 -0.034 -0.071 0.031 0.384
H 0.281 -0.668 -1.056 1.296 -0.990 0.422 0.171
H 2.113 -1.613 0.204 -0.201 -0.173 -0.257 0.191
H -1.382 -1.471 0.571 0.128 0.113 -0.157 0.492
H 0.992 0.462 1.564 -0.088 0.117 -0.055 0.200
H -2.129 1.484 -0.268 0.052 -0.049 0.097 0.389
H 1.929 -0.367 -1.081 0.171 0.186 0.178 0.206
```
Positions in Å, forces in eV/Å.

Its frontier orbital gap is 8.35 eV. The energy relative to the best compared isomer or geometry (same formula, charge and spin) is 480.75 kJ/mol. As for the total charge: 0. Its multiplicity is 1. The lowest unoccupied orbital energy is 0.677 eV. Its energy is -248.3434 Eh.

(3)
A molecular structure, C3H7NO in a non-equilibrium geometry. Source: OMol25; level of theory: ωB97M-V/def2-TZVPD.

The geometry in XYZ format:
```
12
Properties=species:S:1:pos:R:3:forces:R:3:nbo_charge:R:1
O -0.090 0.727 -0.448 -0.242 -0.161 0.470 -0.516
N -0.829 -0.650 1.439 0.702 0.314 -1.185 -0.581
C -0.806 1.908 0.003 0.013 -0.014 -0.024 -0.260
C 1.029 -1.574 -0.473 -0.294 0.233 0.241 -0.851
C -0.263 -0.291 0.415 0.009 -0.231 0.247 0.452
H 1.176 -2.571 -0.019 -0.115 0.299 -0.048 0.228
H 0.598 -1.686 -1.471 0.068 0.095 0.281 0.231
H -0.408 2.237 0.971 -0.105 -0.066 -0.246 0.195
H 1.973 -1.023 -0.476 -0.305 -0.087 0.016 0.229
H -1.875 1.689 0.100 0.256 0.062 -0.034 0.198
H -0.628 2.659 -0.771 -0.058 -0.171 0.209 0.203
H 0.124 -1.426 0.730 0.072 -0.273 0.074 0.473
```
Positions in Å, forces in eV/Å.

Its frontier orbital gap is 9.55 eV. The energy relative to the best compared isomer or geometry (same formula, charge and spin) is 547.62 kJ/mol. As for the total charge: 0. Its multiplicity is 1. The lowest unoccupied orbital energy is 0.884 eV. Its energy is -248.3179 Eh.

(4)
C3H7NO in the gas phase. Source: OMol25; level of theory: ωB97M-V/def2-TZVPD.

The geometry in XYZ format:
```
12
Properties=species:S:1:pos:R:3:forces:R:3:nbo_charge:R:1
O -0.036 -0.519 1.610 -0.002 0.098 0.016 -0.497
N 0.011 0.302 -0.507 -0.017 0.029 0.401 -0.514
C 0.115 1.395 -1.435 0.008 0.197 -0.175 -0.423
C -0.134 -1.796 0.984 -0.014 -0.298 -0.046 -0.266
C 0.019 0.499 0.737 0.021 0.046 -0.378 0.404
H -0.741 1.355 -2.115 0.126 0.107 0.063 0.201
H 0.074 1.462 1.262 0.022 -0.135 -0.184 0.148
H 1.015 1.246 -2.043 -0.138 0.108 0.058 0.201
H 0.595 -1.879 0.174 -0.056 -0.071 0.186 0.202
H 0.052 -2.536 1.760 -0.074 0.095 -0.040 0.190
H 0.162 2.396 -0.977 -0.019 -0.152 0.015 0.168
H -1.131 -1.924 0.550 0.142 -0.023 0.084 0.186
```
Positions in Å, forces in eV/Å.

Its frontier orbital gap is 10.83 eV. Its SMILES is C/N=C/OC. The energy relative to the best compared isomer or geometry (same formula, charge and spin) is 143.75 kJ/mol. As for the total charge: 0. Its multiplicity is 1. The lowest unoccupied orbital energy is 1.137 eV. Its energy is -248.4717 Eh.

(5)
C3H7NO in the gas phase in a non-equilibrium geometry. Source: OMol25; level of theory: ωB97M-V/def2-TZVPD.

The geometry in XYZ format:
```
12
Properties=species:S:1:pos:R:3:forces:R:3:nbo_charge:R:1
O 0.955 -1.616 0.158 -0.249 0.421 -0.616 -0.698
N 0.694 1.029 -0.258 -4.105 3.069 1.729 -0.644
C -0.187 -0.806 0.092 -3.926 -3.146 4.132 0.087
C -0.333 0.040 -1.095 5.069 0.872 0.935 -0.280
C -0.118 0.504 0.985 -2.575 -2.370 -2.733 -0.275
H 0.321 2.092 -0.175 1.485 -2.712 -1.428 0.361
H -1.157 0.627 -1.324 -1.752 0.146 -0.652 0.219
H -1.038 -1.617 0.274 1.279 1.944 -0.155 0.170
H -1.343 0.639 1.058 3.006 0.937 -0.294 0.166
H 0.281 -0.528 -1.775 -0.402 0.682 -1.684 0.220
H 0.304 0.576 1.952 0.697 -0.073 0.815 0.201
H 1.620 -0.941 0.108 1.473 0.230 -0.049 0.471
```
Positions in Å, forces in eV/Å.

Its frontier orbital gap is 10.79 eV. Its SMILES is OC1CNC1. The energy relative to the best compared isomer or geometry (same formula, charge and spin) is 411.39 kJ/mol. As for the total charge: 0. Its multiplicity is 1. The lowest unoccupied orbital energy is 0.924 eV. Its energy is -248.3698 Eh.

(6)
C3H7NO in the gas phase. Source: OMol25; level of theory: ωB97M-V/def2-TZVPD.

The geometry in XYZ format:
```
12
Properties=species:S:1:pos:R:3:forces:R:3:nbo_charge:R:1
O -2.104 0.511 0.134 0.314 0.418 -0.079 -0.557
N 0.027 1.087 0.744 0.013 -0.025 -0.399 -0.647
C 0.517 -0.304 0.751 0.076 -0.393 0.020 -0.219
C 0.343 -1.020 -0.613 0.189 -0.170 0.078 -0.647
C -1.091 1.129 -0.081 -0.423 0.093 -0.066 0.543
H -0.624 -0.878 -1.113 0.238 0.010 0.473 0.225
H -0.008 -0.840 1.543 0.043 -0.026 -0.166 0.207
H 0.419 -2.093 -0.445 0.262 -0.081 -0.116 0.221
H 1.107 -0.702 -1.331 0.029 -0.116 0.179 0.202
H 0.734 1.749 0.441 -0.047 -0.209 -0.117 0.367
H -0.899 1.640 -1.043 -0.479 0.550 0.163 0.103
H 1.580 -0.278 1.013 -0.215 -0.052 0.030 0.202
```
Positions in Å, forces in eV/Å.

Its frontier orbital gap is 10.73 eV. Its SMILES is CCNC=O. The energy relative to the best compared isomer or geometry (same formula, charge and spin) is 120.14 kJ/mol. As for the total charge: 0. Its multiplicity is 1. The lowest unoccupied orbital energy is 0.930 eV. Its energy is -248.4807 Eh.

What is the energy relative to the best compared isomer or geometry (same formula, charge and spin) in the first record? 409.25 kJ/mol

What did the sixth record say?
C3H7NO in the gas phase. Source: OMol25; level of theory: ωB97M-V/def2-TZVPD.

The geometry in XYZ format:
```
12
Properties=species:S:1:pos:R:3:forces:R:3:nbo_charge:R:1
O -2.104 0.511 0.134 0.314 0.418 -0.079 -0.557
N 0.027 1.087 0.744 0.013 -0.025 -0.399 -0.647
C 0.517 -0.304 0.751 0.076 -0.393 0.020 -0.219
C 0.343 -1.020 -0.613 0.189 -0.170 0.078 -0.647
C -1.091 1.129 -0.081 -0.423 0.093 -0.066 0.543
H -0.624 -0.878 -1.113 0.238 0.010 0.473 0.225
H -0.008 -0.840 1.543 0.043 -0.026 -0.166 0.207
H 0.419 -2.093 -0.445 0.262 -0.081 -0.116 0.221
H 1.107 -0.702 -1.331 0.029 -0.116 0.179 0.202
H 0.734 1.749 0.441 -0.047 -0.209 -0.117 0.367
H -0.899 1.640 -1.043 -0.479 0.550 0.163 0.103
H 1.580 -0.278 1.013 -0.215 -0.052 0.030 0.202
```
Positions in Å, forces in eV/Å.

Its frontier orbital gap is 10.73 eV. Its SMILES is CCNC=O. The energy relative to the best compared isomer or geometry (same formula, charge and spin) is 120.14 kJ/mol. As for the total charge: 0. Its multiplicity is 1. The lowest unoccupied orbital energy is 0.930 eV. Its energy is -248.4807 Eh.

What is the energy in the second record? -248.3434 Eh